No. 1
Below is C53H47CsN4O2P2S3Si as an isolated structure, with properties calculated with ωB97M-V/def2-TZVPD.

Values from the calculation:
**Gap between HOMO and LUMO**: 4.1 eV
**F_max**: 2.47 eV/Å
**Energy relative to the best compared isomer or geometry (same formula, charge and spin)**: 18.1 kcal per mole
**Highest occupied orbital energy**: -0.7 eV
**E_tot**: -125285.878 eV

Structure (ORCA input):
```
! wB97M-V def2-TZVPD RIJCOSX def2/J DEFGRID3
* xyz -2 1
Cs -1.0838 1.2703 -1.1795
C 1.3560 2.6600 2.0589
Si 1.0538 0.7891 1.5167
C 0.6604 0.0096 3.3611
C 1.5775 0.2905 4.3311
C 1.4549 -0.1999 5.6090
C 0.3103 -0.8436 6.0574
C -0.6580 -1.1260 5.1006
C -0.4764 -0.6910 3.8050
P -1.8694 -0.9512 2.5848
C -3.4216 -1.0198 3.6419
C -4.1958 0.1539 3.6627
C -5.3965 0.1728 4.3842
C -5.8538 -0.9591 5.0485
C -5.0420 -2.1002 5.0604
C -3.8335 -2.1022 4.4050
C -1.5730 -2.7567 2.2226
C -0.2986 -3.2798 2.0640
C -0.1211 -4.5174 1.4577
C -1.2133 -5.2726 1.0767
C -2.5180 -4.8105 1.3262
C -2.7078 -3.5418 1.8498
C 2.9321 0.2992 1.3529
C 3.9566 1.0883 1.9004
C 5.2860 0.7812 1.7364
C 5.5919 -0.4000 1.0587
C 4.6174 -1.1051 0.3692
C 3.2916 -0.7317 0.4725
P 1.8784 -1.5477 -0.4186
C 1.6572 -0.8263 -2.0054
C 0.4429 -1.0697 -2.6040
C 0.2370 -1.0202 -3.9985
C 1.3821 -1.0488 -4.7634
C 2.6415 -0.8312 -4.3019
C 2.8173 -0.3394 -2.8507
C 2.7115 -3.0965 -0.9040
C 2.5320 -3.6311 -2.1708
C 3.0343 -4.9009 -2.4915
C 3.6084 -5.6806 -1.4741
C 3.6757 -5.1769 -0.1833
C 3.2981 -3.8931 0.0930
H 1.9658 3.1485 1.3030
H 1.7907 2.8289 3.0200
H 0.4067 3.2391 2.0020
H 2.4753 0.8549 4.0266
H 2.2415 -0.0277 6.3500
H 0.2636 -1.2156 7.0688
H -1.5625 -1.6332 5.4048
H -3.8331 1.0351 3.1384
H -5.9749 1.0805 4.4088
H -6.7781 -0.9944 5.6321
H -5.3978 -3.0053 5.5541
H -3.2757 -3.0026 4.4122
H 0.6092 -2.6710 2.3020
H 0.9031 -4.8563 1.2491
H -1.1145 -6.1685 0.4837
H -3.3860 -5.4269 1.0374
H -3.6677 -3.1014 1.9827
H 3.6885 1.9988 2.4390
H 6.0880 1.4039 2.0983
H 6.6084 -0.7851 1.0724
H 4.9400 -1.9659 -0.1904
H -0.4000 -1.3976 -2.0069
H -0.7907 -1.1633 -4.3482
H 1.2504 -1.2761 -5.8308
H 3.5331 -0.9705 -4.9356
H 3.8082 -0.6473 -2.4607
H 1.9600 -3.0271 -2.8699
H 2.8833 -5.3811 -3.4610
H 4.0540 -6.6515 -1.6452
H 4.1299 -5.7726 0.6133
H 3.2643 -3.4916 1.1140
C -4.1458 4.2385 -5.0613
S -4.4792 4.5055 -3.3110
C -4.2114 2.9007 -2.5503
S -4.2438 2.8744 -0.8418
N -4.1090 1.9454 -3.4153
N -3.8480 0.7173 -2.9188
C -4.3482 -0.2487 -3.5643
C -4.0927 -1.6349 -3.1035
C -4.8564 -2.6933 -3.5081
C -4.7398 -3.9290 -2.8601
C -3.8054 -4.0806 -1.8276
C -2.9433 -3.0259 -1.6211
N -3.0840 -1.8378 -2.2132
H -4.6109 5.0453 -5.6242
H -4.6583 3.2778 -5.2130
H -3.0889 4.1449 -5.2612
H -4.9107 -0.1105 -4.4440
H -5.6338 -2.5618 -4.2496
H -5.4031 -4.7462 -3.0910
H -3.7043 -4.9889 -1.2322
H -2.0700 -3.1044 -0.9618
O -2.5687 5.8169 2.0139
C -3.2024 5.2021 2.6800
C 4.0993 1.7391 -3.5915
C 2.8826 1.1670 -2.9099
O 1.9733 1.8508 -2.4722
H 4.9642 1.0446 -3.6106
H 4.4510 2.6482 -3.1257
H 3.8464 2.0093 -4.6236
S 2.2265 5.1349 -1.9669
C 2.3096 6.5191 -1.0645
N 1.2392 7.4092 -1.0248
C 1.2149 8.6354 -0.3198
C 2.3238 9.0212 0.3432
C 3.4785 8.1910 0.2538
C 3.4620 6.9762 -0.3602
H 0.3771 7.0306 -1.4537
H 0.2744 9.1536 -0.3749
H 2.3685 9.9640 0.8931
H 4.4447 8.4590 0.7003
H 4.3973 6.3389 -0.3379
*
```

Atomic partial charges in e from the Löwdin method, atoms 1 to 5: Cs 0.65; C -0.29; Si 0.56; C -0.30; C -0.14

=====

No. 2
Below is C53H47N12O3P2SSr as an isolated structure, with properties calculated with ωB97M-V/def2-TZVPD.

Values from the calculation:
**Gap between HOMO and LUMO**: 6.4 eV
**F_max**: 13.92 eV/Å
**Energy relative to the best compared isomer or geometry (same formula, charge and spin)**: 165.4 kcal per mole
**Highest occupied orbital energy**: -9.0 eV
**E_tot**: -109991.226 eV

Structure (ORCA input):
```
! wB97M-V def2-TZVPD RIJCOSX def2/J DEFGRID3
* xyz 1 1
Sr 0.9099 0.8008 0.2445
C 1.8480 -4.0535 -2.0361
C 1.4636 -2.9469 -1.0856
N 1.3213 -1.7276 -1.4538
N 1.5234 -1.5409 -2.7888
C 1.3392 -0.2870 -3.2144
N 1.5146 -0.2041 -4.5722
S 0.9172 1.0997 -2.3901
C 1.0605 -3.3396 0.2993
C 1.5318 -4.5412 0.8437
C 0.9947 -5.0215 2.0176
C -0.0023 -4.2933 2.6526
C -0.3621 -3.0851 2.0937
N 0.1472 -2.6048 0.9542
H 1.3294 -3.9126 -2.9836
H 1.6097 -5.0339 -1.6331
H 2.9144 -4.0167 -2.2773
H 1.8287 -1.0163 -5.0733
H 1.4342 0.6808 -5.0347
H 2.2924 -5.1039 0.3219
H 1.3417 -5.9612 2.4309
H -0.4789 -4.6457 3.5571
H -1.1265 -2.4733 2.5646
O 2.8867 1.7211 0.1358
P 2.8971 1.3722 1.5928
C 1.1446 1.3746 2.3289
P 0.4188 2.9400 1.5580
O -0.0449 2.7697 0.1456
C -0.5890 3.8651 2.7921
C -0.6714 3.5798 4.1472
C -1.2762 4.4854 5.0153
C -1.7976 5.6757 4.5354
C -1.7185 5.9672 3.1769
C -1.1103 5.0754 2.3132
C 1.8652 4.1440 1.5978
C 2.2734 4.6488 0.3596
C 3.2568 5.6229 0.2799
C 3.8204 6.1371 1.4367
C 3.4301 5.6400 2.6765
C 2.4817 4.6334 2.7579
C 3.1901 -0.4599 1.7896
C 2.6835 -1.2383 2.8324
C 3.3434 -2.3990 3.2290
C 4.4893 -2.8221 2.5776
C 4.9850 -2.0837 1.5097
C 4.3626 -0.9057 1.1516
C 4.2563 1.9968 2.6679
C 5.3364 2.5551 1.9863
C 6.4770 2.9345 2.6844
C 6.5414 2.7538 4.0545
C 5.4754 2.1631 4.7289
C 4.3409 1.7669 4.0410
H 1.1803 1.4964 3.4165
H 0.7119 0.4128 2.0735
H -0.2863 2.6502 4.5556
H -1.3303 4.2567 6.0710
H -2.2593 6.3797 5.2148
H -2.1144 6.8991 2.7964
H -1.0358 5.3201 1.2597
H 1.8353 4.2473 -0.5470
H 3.5799 5.9836 -0.6874
H 4.5634 6.9215 1.3728
H 3.8764 6.0312 3.5807
H 2.2132 4.2609 3.7443
H 1.7972 -0.9594 3.3967
H 2.9644 -2.9635 4.0679
H 5.0020 -3.7173 2.9052
H 5.8774 -2.4049 0.9895
H 4.8006 -0.3016 0.3640
H 5.2808 2.7063 0.9142
H 7.3133 3.3692 2.1537
H 7.4251 3.0580 4.5993
H 5.5426 1.9946 5.7951
H 3.5406 1.2691 4.5804
C -4.7581 2.5977 2.9943
N -3.5186 1.8526 2.7637
C -2.7466 1.8088 1.6844
N -1.7282 0.9862 1.8721
C -1.9702 0.5261 3.1484
N -3.0354 1.0264 3.7193
C -5.9639 1.6999 3.0950
C -6.9661 2.0249 3.9979
C -8.0737 1.2000 4.1444
C -8.1717 0.0335 3.4072
C -7.1660 -0.2926 2.5027
C -6.0731 0.5450 2.3355
C -7.2611 -1.5566 1.7606
N -8.1544 -2.4654 1.8508
N -7.7621 -3.4805 0.9440
C -6.6764 -3.0683 0.4075
O -6.2798 -1.8525 0.8710
C -5.8554 -3.7163 -0.6226
C -6.1950 -4.9913 -1.0504
C -5.4465 -5.5896 -2.0538
C -4.3773 -4.9166 -2.6205
C -4.0306 -3.6391 -2.1869
C -2.8763 -2.9502 -2.8675
N -2.4813 -1.6836 -2.2876
C -1.8594 -1.4314 -1.1346
N -1.6706 -0.1380 -0.9842
C -2.2625 0.3788 -2.0873
N -2.7779 -0.4961 -2.9159
C -4.7717 -3.0437 -1.1819
H -4.8365 3.3162 2.1776
H -4.6357 3.1457 3.9263
H -2.9329 2.3828 0.7893
H -1.3479 -0.1912 3.6662
H -6.8817 2.9239 4.5977
H -8.8487 1.4573 4.8536
H -9.0139 -0.6352 3.5239
H -5.3021 0.2763 1.6231
H -7.0401 -5.4966 -0.6024
H -5.7021 -6.5828 -2.3985
H -3.8070 -5.3857 -3.4155
H -3.1488 -2.7328 -3.8993
H -1.9976 -3.5978 -2.8833
H -1.4948 -2.2074 -0.4809
H -2.2636 1.4333 -2.3162
H -4.5296 -2.0440 -0.8435
*
```

Atomic partial charges in e from the Löwdin method, atoms 1 to 5: Sr 1.22; C -0.04; C -0.30; N 0.01; N -0.04

=====

No. 3
Below is C53H48As3CdN5S6Sb as an isolated structure, with properties calculated with ωB97M-V/def2-TZVPD.

Values from the calculation:
**Gap between HOMO and LUMO (spin up / spin down)**: 7.0 / 6.8 eV
**Expectation value of S²**: 0.78
**F_max**: 0.89 eV/Å
**Highest occupied orbital energy (spin up / spin down)**: -7.0 / -7.1 eV
**E_tot**: -321818.772 eV

Structure (ORCA input):
```
! wB97M-V def2-TZVPD RIJCOSX def2/J DEFGRID3
* xyz 0 2
Cd 0.8466 -0.5334 -0.8305
S 0.2597 0.0760 -5.2021
Sb -1.1880 0.5816 -3.5728
S -1.0438 -1.3704 -2.1375
S 0.7319 1.9146 -1.9963
C -1.8671 0.2188 2.4764
C -1.8676 1.6832 2.0417
As -1.9451 1.7370 0.0621
C -0.9865 3.4655 -0.3434
C 0.4918 3.1304 -0.6432
C 1.2277 4.4067 -1.0593
C 0.5239 5.0613 -2.1997
C -0.8294 4.8894 -2.3943
C -1.6044 4.1188 -1.5490
C -3.7971 2.3040 -0.1783
C -4.4434 1.8308 -1.3180
C -5.7546 2.1932 -1.5905
C -6.4381 3.0300 -0.7205
C -5.8073 3.4976 0.4231
C -4.4947 3.1352 0.6925
As -3.3544 -0.8101 1.6793
C -2.6552 -2.6011 2.0202
C -1.9937 -2.9398 3.1982
C -1.5454 -4.2356 3.4035
C -1.7522 -5.2070 2.4318
C -2.4074 -4.8778 1.2556
C -2.8561 -3.5782 1.0514
C -4.6186 -0.7484 3.1746
C -4.6397 0.2842 4.1058
C -5.5851 0.3004 5.1248
C -6.5216 -0.7164 5.2219
C -6.5145 -1.7465 4.2904
C -5.5739 -1.7578 3.2725
H -1.8920 0.1297 3.5661
H -0.9580 -0.2801 2.1305
H -0.9696 2.1939 2.3991
H -2.7166 2.2261 2.4584
H 0.4683 1.8515 0.9963
H 2.2594 4.1728 -1.3266
H 1.1037 5.7070 -2.8435
H -1.3053 5.3810 -3.2336
H -2.6778 4.0753 -1.6737
H -3.9187 1.1683 -1.9940
H -6.2428 1.8163 -2.4802
H -7.4622 3.3118 -0.9285
H -6.3371 4.1456 1.1098
H -4.0293 3.5116 1.5962
H -1.8397 -2.1958 3.9718
H -1.0408 -4.4906 4.3275
H -1.4035 -6.2194 2.5937
H -2.5680 -5.6296 0.4933
H -3.3528 -3.3193 0.1236
H -3.9185 1.0907 4.0494
H -5.5856 1.1098 5.8442
H -7.2550 -0.7073 6.0178
H -7.2441 -2.5437 4.3578
H -5.5767 -2.5699 2.5531
N 1.3495 0.8402 3.2213
C 1.4173 -0.4971 3.0188
N 1.5533 -1.0490 1.8407
C 1.7095 -2.4193 1.9792
C 1.5965 -2.9110 3.2315
S 1.3499 -1.6152 4.3431
C 1.9948 -3.2231 0.7964
C 2.6213 -4.4186 0.7741
S 2.6049 -5.0557 -0.8349
C 1.7444 -3.6443 -1.3701
N 1.5461 -2.7637 -0.4195
N 1.3566 -3.4769 -2.6460
H 1.8755 1.3937 2.5087
H 1.4440 1.1627 4.1700
H 1.6156 -3.9380 3.5503
H 3.0901 -4.9409 1.5897
H 1.4110 -4.2575 -3.2753
H 0.6309 -2.7776 -2.8261
C 6.1894 4.1224 -1.7935
C 6.4621 3.4926 -0.5892
C 5.7029 2.4014 -0.1811
C 4.6729 1.9357 -0.9857
C 4.3984 2.5668 -2.1967
C 5.1544 3.6583 -2.5960
As 3.5903 0.3685 -0.5404
C 4.5975 -0.5452 0.8518
C 4.7567 0.0592 2.0990
C 5.3597 -0.6265 3.1419
C 5.7979 -1.9317 2.9563
C 5.6255 -2.5439 1.7253
C 5.0266 -1.8563 0.6771
C 4.2171 -0.6080 -2.1271
C 5.5793 -0.7888 -2.3719
C 6.0047 -1.3917 -3.5414
C 5.0750 -1.8019 -4.4964
C 3.7243 -1.6067 -4.2718
C 3.3000 -1.0136 -3.0862
H 6.7833 4.9702 -2.1096
H 7.2708 3.8455 0.0383
H 5.9294 1.9188 0.7603
H 3.5947 2.2065 -2.8297
H 4.9379 4.1408 -3.5406
H 4.3767 1.0618 2.2589
H 5.4823 -0.1439 4.1035
H 6.2680 -2.4683 3.7706
H 5.9539 -3.5650 1.5743
H 4.8915 -2.3531 -0.2757
H 6.3105 -0.4589 -1.6419
H 7.0636 -1.5286 -3.7209
H 5.4116 -2.2541 -5.4204
H 2.9871 -1.8846 -5.0146
H 2.2324 -0.8297 -2.9752
S 1.3887 5.5838 0.3453
C -0.1600 5.3574 1.1082
C -1.0897 4.4577 0.7916
N 1.1018 2.5226 0.5628
C 2.3477 2.4491 0.9180
H -0.3311 6.0530 1.9206
H -2.0266 4.4882 1.3394
H 2.9275 3.1965 0.3673
*
```

Atomic partial charges in e from the Löwdin method, atoms 1 to 5: Cd 1.04; S -0.29; Sb 0.27; S -0.33; S 0.37

=====

No. 4
Below is C53H48AsN5P3PdSSe2 as an isolated structure, with properties calculated with ωB97M-V/def2-TZVPD.

Values from the calculation:
**Gap between HOMO and LUMO**: 6.4 eV
**F_max**: 0.77 eV/Å
**Energy relative to the best compared isomer or geometry (same formula, charge and spin)**: 0.0 kcal per mole
**Highest occupied orbital energy**: -10.1 eV
**E_tot**: -296900.442 eV

Structure (ORCA input):
```
! wB97M-V def2-TZVPD RIJCOSX def2/J DEFGRID3
* xyz 1 1
Pd 0.0546 0.3935 -0.4510
Se 5.6158 -0.9637 2.7701
P 5.6625 -0.9530 0.6769
C 6.3705 -2.4403 -0.0721
C 7.7383 -2.6523 0.0939
C 8.3253 -3.8107 -0.3835
C 7.5483 -4.7711 -1.0184
C 6.1860 -4.5682 -1.1776
C 5.5956 -3.4044 -0.7070
C 6.5522 0.4501 -0.0454
C 7.0941 0.3716 -1.3254
C 7.7200 1.4787 -1.8753
C 7.7982 2.6635 -1.1558
C 7.2541 2.7435 0.1181
C 6.6345 1.6370 0.6767
C 4.0210 -0.7786 -0.0632
C 2.7517 -0.6494 0.4877
N 1.9268 -0.3891 -0.5521
N 2.6357 -0.3740 -1.6667
N 3.8888 -0.6124 -1.3953
P 1.9562 -0.7548 2.0853
Se -0.1515 -1.0181 1.4992
C 2.3663 -2.2280 3.0083
C 1.9170 -2.3522 4.3182
C 2.1585 -3.5278 5.0129
C 2.8306 -4.5735 4.3978
C 3.2488 -4.4571 3.0783
C 3.0146 -3.2880 2.3800
C 2.2839 0.7564 2.9965
C 1.8429 1.9470 2.4173
C 2.0933 3.1522 3.0468
C 2.7746 3.1714 4.2569
C 3.2190 1.9884 4.8279
C 2.9837 0.7765 4.1965
H 8.3430 -1.9106 0.6034
H 9.3882 -3.9676 -0.2563
H 8.0074 -5.6784 -1.3890
H 5.5798 -5.3140 -1.6753
H 4.5349 -3.2466 -0.8571
H 7.0266 -0.5488 -1.8921
H 8.1524 1.4135 -2.8653
H 8.2938 3.5246 -1.5861
H 7.3229 3.6646 0.6822
H 6.2300 1.6788 1.6810
H 1.3662 -1.5490 4.7959
H 1.8159 -3.6251 6.0345
H 3.0249 -5.4857 4.9465
H 3.7685 -5.2745 2.5961
H 3.3529 -3.1946 1.3560
H 1.3090 1.9315 1.4793
H 1.7584 4.0763 2.5931
H 2.9686 4.1141 4.7521
H 3.7671 2.0051 5.7606
H 3.3808 -0.1374 4.6195
N 0.8257 3.3270 -4.1137
C 1.1196 2.2944 -3.3114
N 1.7879 1.2656 -3.7828
S 0.6023 2.4157 -1.6828
H 1.2550 3.4307 -5.0179
H 0.3360 4.1121 -3.7245
H 2.0418 1.2099 -4.7558
H 2.0518 0.5139 -3.1266
C -4.4551 -1.4380 -1.3486
C -5.2762 -0.2479 -1.8143
As -7.2056 -0.6467 -1.5844
C -7.1426 -0.7218 0.3702
C -6.6191 0.3191 1.1328
C -6.5644 0.2202 2.5133
C -7.0353 -0.9227 3.1496
C -7.5621 -1.9625 2.3997
C -7.6142 -1.8608 1.0144
C -7.8914 1.1767 -1.7285
C -9.1250 1.4649 -1.1485
C -9.6734 2.7333 -1.2497
C -8.9994 3.7302 -1.9423
C -7.7766 3.4504 -2.5308
C -7.2255 2.1798 -2.4242
P -2.6441 -1.2287 -1.0351
C -2.6710 0.2452 0.0557
C -3.2194 0.0685 1.3348
C -3.1028 1.0558 2.2909
C -2.4070 2.2386 2.0230
C -1.8894 2.4463 0.7650
C -2.0336 1.4623 -0.2294
C -1.9297 -0.6017 -2.5955
C -2.4030 0.4871 -3.3348
C -1.8632 0.7865 -4.5747
C -0.8477 -0.0020 -5.1010
C -0.3565 -1.0763 -4.3769
C -0.8933 -1.3724 -3.1311
H -4.5577 -2.2816 -2.0370
H -4.8321 -1.8068 -0.3872
H -5.0891 -0.0366 -2.8658
H -5.0343 0.6493 -1.2351
H -6.2687 1.2258 0.6480
H -6.1679 1.0415 3.0983
H -7.0000 -0.9959 4.2293
H -7.9377 -2.8519 2.8894
H -8.0260 -2.6773 0.4322
H -9.6601 0.6957 -0.6024
H -10.6299 2.9443 -0.7887
H -9.4291 4.7202 -2.0242
H -7.2480 4.2220 -3.0769
H -6.2687 1.9827 -2.8940
H -3.7223 -0.8595 1.5839
H -3.5349 0.9008 3.2714
H -2.3042 2.9897 2.7948
H -1.3912 3.3748 0.5127
H -1.8269 1.7276 -1.2577
H -3.1961 1.1056 -2.9371
H -2.2447 1.6273 -5.1409
H -0.4465 0.2204 -6.0826
H 0.4358 -1.6932 -4.7818
H -0.5163 -2.2167 -2.5678
*
```

Atomic partial charges in e from the Löwdin method, atoms 1 to 5: Pd 0.46; Se 0.41; P 0.54; C -0.36; C -0.09

=====

- Which value of E_tot does entry 1 give?
  -125285.878 eV

=====

- Among the records above, which one has the highest E_tot?
  C53H47N12O3P2SSr

=====

- Which of these has the highest F_max?
  C53H47N12O3P2SSr

=====

- Which formula does entry 2 have?
  C53H47N12O3P2SSr